DFT (ωB97M-V/def2-TZVPD) results for 2 unconnected molecules or ions with the total composition C3H6O3.

Calculated values
* 2S+1: 1
* SMILES string: C=CO.O=CO
* LUMO: 0.77 eV
* ΔE to the lowest compared entry with this formula, charge and spin: 57.8 kcal/mol

```
12
C3H6O3 ωB97M-V/def2-TZVPD
C -1.504 -0.185 0.850
C -0.964 -1.359 0.570
O 0.178 -1.634 -0.164
H -2.020 -0.092 1.798
H -1.630 0.686 0.226
H -1.208 -2.197 1.203
H 0.088 -1.269 -1.059
O 0.243 2.019 -0.395
C 1.342 1.613 -0.575
O 1.678 0.579 -1.426
H 2.237 2.069 -0.129
H 1.560 -0.230 -0.900
```

***

DFT (ωB97M-V/def2-TZVPD) results for a molecular structure, C3H8NO.

Calculated values
* 2S+1: 2
* expectation value of S²: 0.754
* LUMO (alpha / beta): 0.90 / -0.06 eV
* ΔE to the lowest compared entry with this formula, charge and spin: 76.9 kcal/mol

```
13
C3H8NO ωB97M-V/def2-TZVPD
C 0.323 -0.737 -0.878
C -0.371 -0.037 0.255
C 0.640 0.817 0.995
O 0.545 1.297 2.068
N -0.395 -1.600 -1.837
H 0.296 -0.106 -1.805
H 1.295 -1.179 -0.689
H -1.146 -0.537 0.813
H -0.448 1.100 0.146
H 1.526 1.065 0.384
H -2.874 0.652 -1.829
H -1.401 -1.453 -1.720
H -2.966 0.045 -1.411
```

***

DFT (ωB97M-V/def2-TZVPD) results for a molecular structure, C25H37BN8O2V.

Calculated values
* total charge: +1
* 2S+1: 3
* expectation value of S²: 2.010
* LUMO (alpha / beta): -3.26 / -2.32 eV
* ΔE to the lowest compared entry with this formula, charge and spin: 11.6 kcal/mol

```
74
C25H37BN8O2V ωB97M-V/def2-TZVPD
V -0.099 -0.068 -0.058
C 1.676 -1.491 -3.410
C 1.566 -0.034 -3.090
C 2.064 0.973 -3.914
C 1.669 2.165 -3.338
C 1.916 3.560 -3.810
N 0.984 1.862 -2.225
N 0.915 0.504 -2.044
B 0.080 2.813 -1.415
N -1.356 2.266 -1.458
N -1.668 1.047 -0.934
C -2.984 0.875 -1.098
C -3.693 -0.340 -0.609
C -3.519 1.980 -1.757
C -2.458 2.845 -1.965
C -2.459 4.188 -2.614
N 0.551 2.876 0.038
N 0.460 1.775 0.846
C 0.798 2.188 2.084
C 0.748 1.353 3.317
C 1.123 3.541 2.047
C 0.949 3.947 0.738
C 1.134 5.303 0.142
H 2.290 -1.608 -4.300
H 0.703 -1.927 -3.655
H 2.142 -2.077 -2.627
H 2.630 0.846 -4.825
H 2.586 3.540 -4.667
H 2.374 4.169 -3.030
H 0.989 4.049 -4.113
H 0.112 3.902 -1.895
H -3.307 -0.627 0.364
H -3.590 -1.176 -1.309
H -4.758 -0.141 -0.503
H -4.551 2.141 -2.027
H -3.465 4.427 -2.950
H -1.793 4.213 -3.478
H -2.137 4.965 -1.918
H -0.262 0.989 3.494
H 1.047 1.962 4.168
H 1.393 0.478 3.287
H 1.426 4.155 2.881
H 1.533 5.979 0.896
H 0.189 5.712 -0.218
H 1.829 5.280 -0.699
N -0.486 -2.003 -0.980
C 0.062 -3.228 -0.324
C 1.577 -3.219 -0.178
C 2.131 -2.264 0.861
N 1.849 -0.827 0.569
H -1.499 -2.087 -1.014
H -0.187 -1.970 -1.948
H -0.233 -4.107 -0.895
H -0.404 -3.315 0.657
H 2.052 -3.046 -1.141
H 1.882 -4.225 0.114
H 3.207 -2.415 0.947
H 1.691 -2.477 1.826
H 2.493 -0.487 -0.141
H 2.058 -0.290 1.406
O 0.060 -1.679 3.103
C -0.951 -1.528 2.456
O -1.043 -0.685 1.433
C -2.167 -2.333 2.772
C -3.023 -2.810 1.787
C -4.110 -3.599 2.127
C -4.355 -3.902 3.460
C -3.497 -3.434 4.448
C -2.397 -2.666 4.104
H -2.832 -2.583 0.745
H -4.767 -3.978 1.355
H -5.210 -4.510 3.728
H -3.683 -3.677 5.487
H -1.705 -2.314 4.860
```

***

Among the records above, which one has the lowest ΔE to the lowest compared entry with this formula, charge and spin?
C25H37BN8O2V

***

Which value of ΔE to the lowest compared entry with this formula, charge and spin does entry 2 give?
76.9 kcal/mol

***

What is the formula in the first record?
C3H6O3

***

Which of these has the highest ΔE to the lowest compared entry with this formula, charge and spin?
C3H8NO